The following is a DFT calculation (ωB97M-V with the def2-TZVPD basis set) of a 2-piece molecular cluster, CH8N2O overall at a distorted geometry.

The LUMO energy (alpha / beta) is 0.168 / 0.162 hartree. The gap between HOMO and LUMO (alpha / beta) comes out at 3.35 / 9.43 eV.

Structure (ORCA input):
```
! RIJCOSX wB97M-V def2-TZVPD def2/J DEFGRID3
* xyz -1 2
N 1.680 1.182 0.738
C 0.402 0.864 0.107
N -0.305 -0.308 0.500
H 2.385 0.453 0.649
H 1.472 1.320 1.657
H 0.578 0.668 -0.939
H -0.237 1.788 0.023
H -1.039 -0.192 1.223
H 0.439 -0.997 1.046
H -1.290 -1.515 -1.039
H -2.455 -1.421 -2.060
O -1.631 -1.841 -1.906
*
```

Now the Mulliken charges, all in e: -1.130, -1.438, -2.148, 0.597, 0.711, 0.228, 0.574, 0.930, 0.721, 0.432, 0.387, -0.866

=====

The following is a DFT calculation (ωB97M-V with the def2-TZVPD basis set) of a 3-piece molecular cluster, CH8N2O2 overall at a distorted geometry.

The LUMO energy is 0.024 hartree. The gap between HOMO and LUMO comes out at 10.55 eV. The SMILES is [H]/N=C/N.O.O.

Structure (ORCA input):
```
! RIJCOSX wB97M-V def2-TZVPD def2/J DEFGRID3
* xyz 0 1
H 1.569 -2.695 -0.805
N 0.966 -1.890 -0.623
C -0.262 -2.112 -0.662
N -1.213 -1.073 -0.527
H -0.775 -3.033 -0.962
H -0.760 -0.152 -0.558
H -1.620 -1.069 0.402
O 0.754 1.566 2.086
H 1.325 1.921 1.401
H 0.005 2.170 2.119
O -0.276 2.495 -0.550
H 0.444 1.986 -0.951
H -0.852 2.621 -1.317
*
```

Now the Mulliken charges, all in e: 0.226, -0.548, 0.080, -0.613, 0.321, 0.308, 0.259, -0.629, 0.310, 0.308, -0.629, 0.314, 0.292